No. 1
{
  "formula": "C34H53Br48NO3",
  "method": "ωB97M-V/def2-TZVPD",
  "symbols": ["C", "C", "C", "C", "C", "C", "C", "C", "C", "C", "C", "C", "C", "C", "O", "C", "O", "O", "C", "C", "C", "N", "H", "H", "H", "H", "H", "H", "H", "H", "H", "H", "H", "H", "H", "H", "H", "H", "H", "H", "H", "H", "H", "H", "H", "H", "H", "H", "H", "H", "H", "H", "H", "H", "H", "H", "H", "H", "H", "C", "Br", "Br", "Br", "H", "C", "Br", "Br", "Br", "H", "C", "Br", "Br", "Br", "H", "C", "Br", "Br", "Br", "H", "C", "Br", "Br", "Br", "H", "C", "Br", "Br", "Br", "H", "C", "Br", "Br", "Br", "H", "C", "Br", "Br", "Br", "H", "C", "Br", "Br", "Br", "H", "C", "Br", "Br", "Br", "H", "C", "Br", "Br", "Br", "H", "C", "Br", "Br", "Br", "H", "C", "Br", "Br", "Br", "H", "C", "Br", "Br", "Br", "H", "C", "Br", "Br", "Br", "H", "C", "Br", "Br", "Br", "H"],
  "xyz": [[11.47, -1.79, 0.94], [10.31, -1.50, -0.10], [10.57, -2.21, -1.47], [9.94, -1.48, -2.70], [8.50, -1.92, -3.06], [7.41, -1.41, -2.06], [6.87, 0.01, -2.44], [5.78, 0.37, -1.36], [4.96, 1.65, -1.73], [3.66, 1.27, -2.51], [2.54, 2.35, -2.26], [1.15, 1.67, -2.09], [1.09, 0.87, -0.73], [-0.34, 0.88, -0.14], [-1.29, 0.24, -1.01], [-2.55, 0.35, -0.58], [-2.87, 0.98, 0.39], [-3.46, -0.26, -1.35], [-4.19, -1.28, -0.62], [-5.65, -1.31, -1.13], [-6.10, -2.57, -1.93], [-5.20, -3.73, -1.89], [12.41, -1.37, 0.54], [11.53, -2.89, 1.08], [11.15, -1.35, 1.90], [10.15, -0.41, -0.22], [9.36, -1.91, 0.31], [11.67, -2.19, -1.64], [10.21, -3.25, -1.36], [10.03, -0.38, -2.60], [10.57, -1.75, -3.57], [8.39, -3.03, -3.14], [8.26, -1.51, -4.06], [7.78, -1.40, -1.02], [6.53, -2.09, -2.07], [6.44, -0.05, -3.46], [7.66, 0.78, -2.34], [6.32, 0.52, -0.41], [5.11, -0.52, -1.28], [5.61, 2.34, -2.31], [4.66, 2.14, -0.78], [3.30, 0.29, -2.14], [3.80, 1.21, -3.60], [2.78, 2.95, -1.36], [2.55, 3.06, -3.11], [0.34, 2.42, -2.10], [0.93, 0.95, -2.90], [1.52, -0.14, -0.80], [1.70, 1.46, -0.01], [-0.57, 1.94, 0.06], [-0.30, 0.32, 0.82], [-3.63, -2.22, -0.73], [-4.22, -1.06, 0.47], [-6.35, -1.14, -0.29], [-5.78, -0.42, -1.79], [-7.08, -2.90, -1.48], [-6.37, -2.29, -2.96], [-5.24, -4.23, -1.00], [-5.56, -4.40, -2.58], [9.51, -1.13, -7.11], [8.06, -2.25, -6.51], [9.50, 0.58, -6.22], [11.22, -2.02, -6.94], [9.36, -0.94, -8.17], [-1.85, 4.94, -2.74], [-2.68, 6.65, -2.39], [-2.35, 3.62, -1.41], [-2.20, 4.32, -4.54], [-0.78, 5.08, -2.66], [-3.57, 4.34, 2.56], [-3.64, 3.56, 4.32], [-2.91, 3.05, 1.25], [-5.28, 5.07, 2.03], [-2.87, 5.16, 2.60], [-7.60, -5.66, -5.07], [-5.79, -6.31, -4.88], [-8.43, -5.33, -3.35], [-7.69, -4.11, -6.21], [-8.18, -6.44, -5.55], [-10.18, -1.93, -3.82], [-10.37, -1.67, -1.91], [-11.83, -1.58, -4.75], [-8.72, -0.90, -4.54], [-9.94, -2.97, -3.97], [-3.07, 1.67, 7.88], [-2.91, 3.46, 8.61], [-2.58, 0.32, 9.17], [-4.82, 1.35, 7.14], [-2.36, 1.60, 7.06], [14.59, 1.11, -1.13], [12.79, 1.78, -0.90], [15.53, 0.97, 0.55], [14.60, -0.56, -2.09], [15.12, 1.83, -1.73], [-0.69, 9.87, -3.11], [1.08, 9.11, -3.01], [-1.36, 10.36, -1.37], [-0.76, 11.35, -4.35], [-1.35, 9.10, -3.50], [-10.83, -8.72, -2.19], [-8.97, -9.09, -2.58], [-11.07, -6.98, -1.39], [-11.94, -8.94, -3.75], [-11.16, -9.45, -1.46], [-7.79, 2.38, 3.09], [-7.94, 1.58, 4.84], [-7.07, 1.15, 1.79], [-9.46, 3.15, 2.51], [-7.08, 3.20, 3.18], [1.74, 0.71, 8.13], [0.49, 0.96, 6.68], [1.82, 2.25, 9.28], [1.37, -0.91, 9.12], [2.72, 0.59, 7.68], [1.70, 4.78, -6.77], [0.38, 4.96, -8.17], [1.82, 6.37, -5.69], [1.39, 3.21, -5.70], [2.66, 4.65, -7.26], [-6.30, -2.88, 7.19], [-7.52, -1.42, 7.54], [-6.90, -3.99, 5.74], [-4.50, -2.25, 6.91], [-6.28, -3.50, 8.08], [-3.81, -4.23, 10.63], [-5.04, -2.77, 10.96], [-4.42, -5.36, 9.19], [-2.01, -3.59, 10.34], [-3.79, -4.83, 11.53], [-3.91, -8.87, 7.58], [-2.16, -9.26, 8.30], [-3.80, -7.80, 5.97], [-4.94, -10.48, 7.30], [-4.43, -8.28, 8.32], [-5.07, 9.80, 1.11], [-5.11, 9.14, 2.93], [-4.48, 8.44, -0.12], [-6.77, 10.56, 0.59], [-4.34, 10.60, 1.08]],
  "total_charge": 0,
  "lumo_ev": -0.34,
  "gap_ev": 8.7
}

---

No. 2
{
  "formula": "C4H2BrIS",
  "method": "ωB97M-V/def2-TZVPD",
  "symbols": ["C", "C", "C", "C", "S", "Br", "I", "H", "H"],
  "xyz": [[-0.13, 1.29, -1.19], [0.74, -1.45, 0.70], [-0.31, 1.93, -0.16], [-0.51, -1.61, 0.75], [2.36, -1.26, 1.18], [-1.02, 3.34, 0.81], [-2.40, -1.50, 0.21], [0.13, 0.51, -1.96], [1.15, -1.26, -0.34]],
  "total_charge": 0,
  "lumo_ev": [-1.43, -1.48],
  "gap_ev": [6.9, 6.8]
}